One molecule with the formula C6H11N, computed with the ωB97M-V functional and the def2-TZVPD basis.

Atoms and positions in Å:
C 1.578 2.452 2.014
C 0.884 1.311 1.874
C 0.751 0.392 0.724
C -0.026 -0.683 0.707
C -0.107 -1.523 -0.547
C -1.351 -1.353 -1.490
N -1.358 -0.175 -2.292
H 1.315 3.103 2.832
H 2.255 2.727 1.211
H 0.287 1.101 2.763
H 1.381 0.687 -0.110
H -0.836 -0.988 1.366
H 0.797 -1.360 -1.157
H 0.015 -2.583 -0.298
H -2.150 -1.339 -0.735
H -1.372 -2.288 -2.047
H -1.402 0.695 -1.802
H -0.661 -0.177 -3.013

Results
**Kohn-Sham gap**: 9.54 eV
**Multiplicity**: 1
**Structure (SMILES)**: C=C/C=C/CCN
**LUMO**: 1.01 eV
**E**: -289.90590 a.u.
**Net charge**: 0

=====

One molecule with the formula C6H11N, computed with the ωB97M-V functional and the def2-TZVPD basis.

Atoms and positions in Å:
C 0.835 -1.964 -1.667
C -0.177 -1.178 -1.283
C -0.175 -0.212 -0.038
C -0.145 -0.362 1.267
N 0.019 -1.661 1.808
C -0.287 1.312 -0.579
C -0.363 2.430 0.503
H 0.657 -2.692 -2.538
H 1.874 -2.054 -1.275
H -1.049 -1.203 -1.898
H -0.474 0.369 1.984
H 0.349 -1.604 2.859
H 0.507 -2.207 1.164
H 0.637 1.413 -0.960
H -1.066 1.195 -1.404
H 0.674 2.853 0.783
H -1.153 2.301 1.348
H -0.665 3.264 -0.075

Results
**Kohn-Sham gap**: 8.93 eV
**Multiplicity**: 1
**Structure (SMILES)**: C=C/C(=C\N)CC
**LUMO**: 1.07 eV
**E**: -289.86247 a.u.
**Net charge**: 0

=====

C6H11N as an isolated structure, computed with the ωB97M-V functional and the def2-TZVPD basis.

Atoms and positions in Å:
C 1.011 -0.101 0.005
C -0.077 0.372 -1.032
C -1.041 -0.745 -1.228
C -1.256 -1.106 0.295
C -0.274 -0.263 0.917
C -0.581 1.129 0.232
H 2.813 0.605 0.014
H 2.015 0.515 1.778
H 1.385 -1.072 -0.190
H 0.420 0.842 -1.833
H -0.607 -1.686 -1.648
H -1.817 -0.501 -1.792
H -1.114 -2.182 0.527
H -2.264 -0.680 0.691
H -0.041 -0.511 2.000
H -1.568 1.498 0.213
H 0.351 1.621 0.751
N 1.963 0.834 0.621

Results
**Kohn-Sham gap**: 9.95 eV
**Multiplicity**: 1
**LUMO**: 0.98 eV
**E**: -289.83098 a.u.
**Net charge**: 0

=====

An isolated ion of composition C6H11N and charge +1, computed with the ωB97M-V functional and the def2-TZVPD basis.

Atoms and positions in Å:
C 1.720 -0.738 2.685
C 0.509 -0.605 2.116
N 0.060 0.279 1.184
C -1.262 0.013 0.489
C 0.037 0.546 -3.289
C -0.068 0.417 -1.773
C -1.160 0.154 -1.040
H 2.115 -1.601 3.177
H 2.446 0.148 2.736
H -0.275 -1.317 2.270
H 0.745 0.950 0.890
H -1.424 -1.105 0.596
H -1.997 0.564 1.013
H 1.106 0.610 -3.590
H -0.170 -0.441 -3.539
H -0.459 1.397 -3.902
H 0.946 0.158 -1.432
H -2.103 -0.048 -1.640

Results
**Kohn-Sham gap (spin up / spin down)**: 9.56 / 5.84 eV
**Multiplicity**: 2
**LUMO (spin up / spin down)**: -3.59 / -7.30 eV
**E**: -289.58823 a.u.
**Net charge**: +1

=====

An isolated ion of composition C6H11N and charge +1, computed with the ωB97M-V functional and the def2-TZVPD basis.

Atoms and positions in Å:
C 1.858 -1.088 0.687
C 0.459 -0.885 1.045
C -0.151 0.175 0.180
C -1.447 0.051 -0.280
C -2.421 1.186 -0.490
C -2.006 2.465 -0.640
N 2.017 -1.363 -0.896
H 2.453 -0.140 0.935
H 2.367 -1.839 1.343
H -0.111 -1.782 0.727
H 0.269 -0.538 2.027
H 0.362 1.050 -0.051
H -1.968 -0.928 -0.229
H -3.309 0.911 -1.112
H -0.992 2.732 -0.281
H -2.600 3.320 -0.953
H 2.266 -2.384 -0.771
H 2.954 -0.944 -1.242

Results
**Kohn-Sham gap (spin up / spin down)**: 8.75 / 6.15 eV
**Multiplicity**: 2
**LUMO (spin up / spin down)**: -5.22 / -7.79 eV
**E**: -289.56481 a.u.
**Net charge**: +1

=====

An isolated ion of composition C6H11N2 and charge +1, computed with the ωB97M-V functional and the def2-TZVPD basis.

Atoms and positions in Å:
C 1.645 -1.656 0.732
C 0.778 -0.754 1.586
C 0.534 0.623 0.961
C -0.343 0.682 -0.231
C -1.147 -0.308 -0.695
N -1.865 0.182 -1.763
C -1.581 1.466 -1.898
N -0.610 1.777 -1.022
H 2.655 -1.236 0.670
H 1.729 -2.641 1.193
H 1.362 -1.840 -0.304
H 1.258 -0.558 2.543
H -0.127 -1.299 1.847
H 1.491 1.101 0.728
H 0.085 1.264 1.731
H -1.149 -1.326 -0.350
H -2.560 -0.370 -2.236
H -1.851 2.161 -2.674
H -0.305 2.731 -0.820

Results
**Kohn-Sham gap**: 10.78 eV
**Multiplicity**: 1
**Structure (SMILES)**: CCCc1c[nH]c[nH+]1
**LUMO**: -3.31 eV
**E**: -344.51069 a.u.
**Net charge**: +1

=====

A 2-piece molecular cluster, C6H11N2 overall, computed with the ωB97M-V functional and the def2-TZVPD basis.

Atoms and positions in Å:
C 0.134 -1.874 1.686
C -0.611 -1.468 0.423
C -0.539 -0.179 -0.095
C 0.292 0.798 0.530
N -0.071 2.039 -0.051
C -1.139 1.867 -0.894
C -1.343 0.509 -1.060
N 2.354 -1.116 -0.730
H -0.313 -1.328 2.527
H 0.012 -2.947 1.694
H -1.376 -2.153 0.113
H 2.233 -1.821 -1.476
H 0.570 0.824 1.552
H 0.048 2.867 0.536
H -1.898 2.515 -1.283
H -2.096 0.125 -1.735
H 1.189 -1.639 1.577
H 3.290 -0.746 -0.834
H 1.595 -0.445 -0.669

Results
**Kohn-Sham gap**: 7.03 eV
**Multiplicity**: 1
**LUMO**: -6.23 eV
**E**: -344.40555 a.u.
**Net charge**: +1

=====

An isolated ion of composition C6H11N2O and charge +1, computed with the ωB97M-V functional and the def2-TZVPD basis.

Atoms and positions in Å:
C 0.616 1.747 -0.410
C -0.750 1.314 -0.396
C 1.780 1.165 0.003
C -1.035 -0.002 -0.219
C 1.098 -1.217 0.173
C -3.312 -0.330 0.327
N 1.768 -1.885 -0.833
N 1.906 -0.162 0.832
O -2.005 -0.852 -0.140
H 1.033 2.721 -0.862
H -1.540 2.079 -0.692
H 2.691 1.763 -0.064
H 0.573 -1.778 0.838
H -3.173 0.166 1.286
H -4.004 -1.079 0.453
H -3.792 0.299 -0.390
H 2.444 -1.276 -1.279
H 1.337 -2.501 -1.370
H 2.960 -0.260 0.964
H 1.405 0.087 1.778

Results
**Kohn-Sham gap (spin up / spin down)**: 8.28 / 8.22 eV
**Multiplicity**: 1
**LUMO (spin up / spin down)**: -3.64 / -3.64 eV
**E**: -419.51744 a.u.
**Net charge**: +1

=====

The lowest E belongs to which entry? C6H11N2O

=====

The lowest E belongs to which entry? C6H11N2O

=====

Repeat the eighth record exactly.
An isolated ion of composition C6H11N2O and charge +1, computed with the ωB97M-V functional and the def2-TZVPD basis.

Atoms and positions in Å:
C 0.616 1.747 -0.410
C -0.750 1.314 -0.396
C 1.780 1.165 0.003
C -1.035 -0.002 -0.219
C 1.098 -1.217 0.173
C -3.312 -0.330 0.327
N 1.768 -1.885 -0.833
N 1.906 -0.162 0.832
O -2.005 -0.852 -0.140
H 1.033 2.721 -0.862
H -1.540 2.079 -0.692
H 2.691 1.763 -0.064
H 0.573 -1.778 0.838
H -3.173 0.166 1.286
H -4.004 -1.079 0.453
H -3.792 0.299 -0.390
H 2.444 -1.276 -1.279
H 1.337 -2.501 -1.370
H 2.960 -0.260 0.964
H 1.405 0.087 1.778

Results
**Kohn-Sham gap (spin up / spin down)**: 8.28 / 8.22 eV
**Multiplicity**: 1
**LUMO (spin up / spin down)**: -3.64 / -3.64 eV
**E**: -419.51744 a.u.
**Net charge**: +1

=====

Look up the E of the second one. -289.86247 a.u.